# 1
The following is a quantum chemistry calculation of C10H26ClINO3P2Sm as an isolated structure in a non-equilibrium geometry, from the Open Molecules 2025 dataset.

Output
Energy above the lowest of the compared OMol25 structures with the same formula, charge and spin in eV: 0.903
Orbital gap (spin up / spin down) in eV: 7.0 / 7.4
Charge: +2
2S+1: 6
Expectation value of S²: 8.808

```
45
C10H26ClINO3P2Sm | the Open Molecules 2025 dataset | ωB97M-V with the def2-TZVPD basis set
C 0.007 0.817 -7.805
C 0.011 1.380 -6.421
H 0.009 1.639 -8.528
H -0.891 0.214 -7.963
H 0.899 0.207 -7.965
O 0.019 2.547 -6.061
I -0.001 -0.142 -4.868
Sm 0.015 0.081 0.198
P 2.611 -0.145 -0.123
C 3.369 1.120 0.942
C 3.049 -1.813 0.459
H 4.139 -1.836 0.309
H 4.164 -0.093 -1.829
H 2.502 -2.553 -0.157
H 2.513 -0.668 -2.472
H 3.023 0.981 1.993
H 2.751 -1.923 1.521
C 3.074 0.071 -1.862
H 4.447 0.926 0.791
H 2.781 1.094 -2.178
H 3.045 2.121 0.579
P -2.593 -0.103 -0.121
C -3.351 1.173 0.939
C -3.074 0.113 -1.856
H -2.543 -2.514 -0.150
H -4.166 -1.774 0.317
H -2.782 -1.885 1.525
C -3.075 -1.761 0.462
H -2.525 -0.633 -2.467
H -4.167 -0.037 -1.826
H -4.433 0.997 0.794
H -3.011 2.171 0.581
H -2.770 1.131 -2.177
H -3.016 1.022 1.993
Cl -0.014 -1.877 -1.511
N -1.067 -1.164 4.838
C 0.270 -0.565 4.520
C 0.225 -0.033 3.111
O 0.403 1.149 2.759
O -0.099 -0.958 2.235
H -1.826 -0.471 4.772
H -1.104 -1.509 5.796
H -1.312 -1.960 4.222
H 0.467 0.236 5.240
H 1.010 -1.353 4.606
```

---

# 2
The following is a quantum chemistry calculation of C10H26CoN2O4 as an isolated structure in a non-equilibrium geometry, from the Open Molecules 2025 dataset.

Output
Energy above the lowest of the compared OMol25 structures with the same formula, charge and spin in eV: 0.853
Orbital gap (spin up / spin down) in eV: 6.7 / 6.5
2S+1: 4
Expectation value of S²: 3.756

```
43
C10H26CoN2O4 | the Open Molecules 2025 dataset | ωB97M-V with the def2-TZVPD basis set
Co -0.503 0.391 0.056
O -2.550 0.446 0.081
C -2.880 1.777 -0.221
C -1.821 2.597 -0.998
O -0.511 2.287 -0.622
H -3.139 2.259 0.747
H -3.867 1.846 -0.718
H -2.027 3.668 -0.878
H -1.971 2.344 -2.065
C 1.833 1.626 3.499
C 1.255 1.409 2.090
C 2.198 0.508 1.289
O 1.695 0.417 -0.033
C 2.675 0.520 -1.026
N -0.081 0.744 2.173
H 1.135 2.182 4.128
H 2.774 2.172 3.470
H 1.930 0.641 3.967
H 1.105 2.365 1.590
H 2.211 -0.485 1.760
H 3.224 0.874 1.343
H 3.165 1.483 -1.184
H 2.212 0.289 -1.985
H 3.455 -0.242 -0.920
H 0.024 0.021 2.889
H -0.691 1.403 2.660
C -1.181 -3.870 -0.309
C -0.348 -2.590 -0.500
C -0.606 -1.925 -1.846
O -0.239 -0.564 -1.859
C -0.293 0.061 -3.103
N -0.505 -1.664 0.644
H -0.944 -4.245 0.685
H -0.909 -4.625 -1.047
H -2.246 -3.648 -0.402
H 0.684 -2.963 -0.557
H -1.691 -1.979 -2.040
H -0.200 -2.511 -2.676
H -1.291 0.068 -3.548
H 0.366 -0.375 -3.863
H 0.017 1.097 -2.986
H 0.026 -2.032 1.426
H -1.492 -1.777 0.891
```

---

# 3
The following is a quantum chemistry calculation of C10H26FeN4O6 as an isolated structure in a non-equilibrium geometry, from the Open Molecules 2025 dataset.

Output
Energy above the lowest of the compared OMol25 structures with the same formula, charge and spin in eV: 0.000
Orbital gap (spin up / spin down) in eV: 5.5 / 5.0
Charge: -2
2S+1: 5
Expectation value of S²: 6.008

```
47
C10H26FeN4O6 | the Open Molecules 2025 dataset | ωB97M-V with the def2-TZVPD basis set
Fe -0.019 0.170 -0.977
C 3.415 -1.307 0.307
C 2.718 -1.644 -1.029
C 1.988 -2.985 -0.949
O 1.919 -0.634 -1.455
H 2.749 -1.554 1.153
H 3.563 -0.235 0.412
H 4.282 -1.965 0.468
H 3.534 -1.776 -1.783
H 1.467 -3.167 -1.895
H 1.225 -3.061 -0.170
H 2.702 -3.827 -0.872
C 0.867 2.606 2.248
C 0.414 2.661 0.788
C 1.637 2.650 -0.112
O -0.427 1.613 0.434
H 0.022 2.529 2.938
H 1.455 3.511 2.462
H 1.544 1.773 2.460
H -0.102 3.627 0.611
H 2.349 3.468 0.100
H 1.373 2.726 -1.171
H 2.205 1.716 -0.031
O -1.732 -0.635 -1.842
C -2.037 0.123 -2.984
C -0.852 0.840 -3.639
O 0.200 1.261 -2.828
H -2.797 0.877 -2.672
H -2.524 -0.517 -3.749
H -1.269 1.727 -4.172
H -0.403 0.160 -4.402
C -0.153 -1.252 1.900
O -0.148 -1.201 0.690
N 0.437 -2.318 2.573
N -0.682 -0.205 2.599
H 1.138 -2.779 2.019
H 0.525 -2.260 3.570
H -0.893 0.568 1.947
H -0.761 -0.311 3.590
C -4.023 -0.207 0.787
O -4.828 -0.501 1.688
N -3.842 -0.940 -0.358
N -3.243 0.917 0.831
H -4.191 -1.879 -0.260
H -2.984 -0.857 -0.973
H -2.551 1.012 0.103
H -3.267 1.487 1.649
```

---

# 4
The following is a quantum chemistry calculation of a 3-piece molecular cluster, C10H26IN2O3 overall in a non-equilibrium geometry, from the Open Molecules 2025 dataset.

Output
Energy above the lowest of the compared OMol25 structures with the same formula, charge and spin in eV: 0.000
Orbital gap in eV: 6.6
Charge: -1

```
42
C10H26IN2O3 | the Open Molecules 2025 dataset | ωB97M-V with the def2-TZVPD basis set
I 21.921 -2.194 -0.964
C 23.858 -1.749 -4.173
O 24.843 -1.356 -3.234
C 25.116 0.019 -3.283
C 24.383 0.750 -2.155
N 24.908 0.329 -0.860
C 24.067 0.737 0.253
C 24.717 0.343 1.588
O 25.047 -1.020 1.575
C 25.701 -1.415 2.752
H 24.293 -1.816 -5.182
H 22.989 -1.090 -4.194
H 23.595 -2.764 -3.883
H 24.889 0.438 -4.271
H 26.193 0.195 -3.144
H 23.321 0.519 -2.265
H 24.486 1.845 -2.262
H 25.771 0.857 -0.742
H 23.056 0.321 0.265
H 23.954 1.837 0.286
H 24.068 0.627 2.425
H 25.637 0.947 1.699
H 25.017 -1.577 3.590
H 26.499 -0.718 3.037
H 26.183 -2.366 2.515
C 19.868 -4.461 -5.904
C 20.376 -3.433 -4.894
C 20.201 -2.033 -5.458
O 21.009 -1.911 -6.645
C 20.469 -0.979 -7.551
N 19.642 -3.519 -3.629
H 18.869 -4.145 -6.225
H 19.753 -5.471 -5.508
H 20.516 -4.486 -6.779
H 21.453 -3.589 -4.753
H 20.635 -1.298 -4.771
H 19.136 -1.823 -5.585
H 19.464 -1.268 -7.880
H 21.144 -0.880 -8.402
H 20.409 0.020 -7.087
H 20.088 -2.892 -2.955
H 19.858 -4.454 -3.291
```